[1]
Molecular formula: C18H36O36S9
Method: DFT, ωB97M-V/def2-TZVPD

The value obtained for the energy above the lowest of the compared OMol25 structures with the same formula, charge and spin is 8.127 eV. The total charge is 0. Its SMILES is O=S1(=O)OCCO1.O=S1(=O)OCCO1.O=S1(=O)OCCO1.O=S1(=O)OCCO1.O=S1(=O)OCCO1.O=S1(=O)OCCO1.O=S1(=O)OCCO1.O=S1(=O)OCCO1.O=S1(=O)OCCO1. For the energy, the calculation gives -6999.30130 Ha. Its spin multiplicity is 1.

CARTESIAN COORDINATES (ANGSTROEM)
1 S -4.75209 5.43563 -8.25189
2 S 3.93252 -8.39479 -3.68515
3 S 0.21810 -0.42419 0.08167
4 S 5.25139 -6.08798 5.67378
5 S 9.81077 3.11674 2.58272
6 S 7.29070 -1.82973 -2.49809
7 S -10.25357 -0.21910 0.60109
8 S -2.33993 -1.18096 8.27621
9 S -5.06424 9.49232 -2.81995
10 O 7.36183 -2.65949 -3.72763
11 O -3.63835 9.31003 -3.19490
12 O 10.65536 2.87773 1.44694
13 O -1.91854 0.14452 8.73720
14 O -10.84897 -1.30390 1.72720
15 O 7.31009 -2.54567 -1.22514
16 O -5.69028 7.92092 -2.84003
17 O 4.58931 -5.25496 4.73074
18 O -0.14262 -0.30778 -1.53951
19 O 3.39947 -9.53334 -4.43259
20 O 6.91247 -5.99289 5.58907
21 O -2.91006 -1.09133 6.72414
22 O -4.79981 4.88775 -6.89653
23 O 9.45594 1.74376 3.43899
24 O 3.10758 -8.24389 -2.28713
25 O 5.34369 -8.46725 -3.25593
26 O -11.17961 -0.99101 -0.56966
27 O -1.06380 0.58297 0.42010
28 O -10.84062 1.06825 0.78816
29 O -5.25801 9.68356 -1.20555
30 O 3.45046 -6.88303 -4.21591
31 O 8.32451 -0.56542 -2.54900
32 O 8.25009 3.31662 2.09602
33 O -3.69790 5.19172 -9.20326
34 O 10.10320 4.30282 3.35767
35 O -6.26409 5.15446 -8.98326
36 O -1.06846 -2.13672 7.84644
37 O -8.87717 -0.54118 0.27499
38 O 5.17328 -5.41545 7.29452
39 O -5.84221 10.37240 -3.68862
40 O 0.10144 -1.80115 0.50019
41 O 1.50217 0.25154 0.41133
42 O 5.99252 -0.74571 -2.62586
43 O -5.00709 7.07357 -8.18776
44 O -3.21620 -1.96904 9.20485
45 O 4.88415 -7.46920 5.65493
46 C 7.44741 -5.98665 6.85513
47 C 6.44022 0.52517 -3.08964
48 C -1.23786 -2.74099 6.54696
49 C -11.18826 -2.54734 1.20097
50 C 6.40611 -5.59731 7.97449
51 C -6.32697 7.44371 -8.45366
52 C -6.84229 6.40463 -9.48045
53 C -11.60695 -2.27607 -0.22213
54 C 8.11914 1.30556 3.21501
55 C -5.65067 7.35476 -1.51854
56 C -5.08737 8.39318 -0.58887
57 C -2.10969 0.35676 -0.41910
58 C 7.35422 2.54352 2.76214
59 C 3.06779 -6.85997 -1.90187
60 C -2.59313 -2.37234 6.01869
61 C -1.46853 0.30131 -1.82863
62 C 2.83784 -6.15442 -3.14777
63 C 7.89683 0.34360 -3.49585
64 H 6.79744 3.09491 3.51981
65 H 7.60043 0.77905 4.01615
66 H 2.31076 -6.70257 -1.13360
67 H 6.57623 -4.70671 8.57946
68 H -2.58593 -1.98754 4.99890
69 H 1.77846 -5.98799 -3.34303
70 H -1.45891 1.34565 -2.14067
71 H -3.31656 -3.18650 6.06214
72 H -6.74945 6.68120 -10.53068
73 H 8.22813 0.66980 2.33635
74 H -7.04429 7.40900 -7.63370
75 H -12.67721 -2.36618 -0.40792
76 H -6.26722 8.39191 -8.98792
77 H -4.98113 6.49520 -1.54948
78 H -7.92180 6.31901 -9.60464
79 H 6.34937 -6.39289 8.71741
80 H -10.42294 -3.31661 1.30397
81 H -6.63758 6.97315 -1.25688
82 H -12.14947 -2.76620 1.66603
83 H 6.44899 1.19460 -2.22947
84 H -1.21328 -3.79454 6.82541
85 H 3.30558 -5.18008 -3.28906
86 H 8.15762 0.00626 -4.49899
87 H -2.55455 -0.63303 -0.31657
88 H 8.49128 1.22508 -3.25560
89 H -11.23847 -3.05482 -0.88987
90 H -2.88294 1.11970 -0.32910
91 H 8.39756 -5.49380 6.64919
92 H 4.09859 -6.61522 -1.64565
93 H 6.66599 2.25176 1.96885
94 H -2.02293 -0.11564 -2.66939
95 H 5.87088 0.99077 -3.89411
96 H -4.02048 8.22319 -0.44417
97 H -0.42363 -2.56596 5.84376
98 H -5.39363 8.40923 0.45710
99 H 7.67955 -7.02222 7.10373

---

[2]
Molecular formula: C18H37BCl23NO7S
Method: DFT, ωB97M-V/def2-TZVPD

The total charge is 0. Its SMILES is COCN(B(O)O)C(=O)OCCCCS(=O)(=O)Cl.ClCCl.ClCCl.ClCCl.ClCCl.ClCCl.ClCCl.ClCCl.ClCCl.ClCCl.ClCCl.ClCCl. For the energy, the calculation gives -12296.97225 Ha. Its spin multiplicity is 1.

CARTESIAN COORDINATES (ANGSTROEM)
1 Cl 0.49519 -0.35860 -3.63749
2 Cl -2.25631 -1.00927 -2.84199
3 Cl 1.90744 4.60162 4.76745
4 Cl 3.43516 -4.01633 -5.62787
5 Cl 4.27337 -1.38681 -4.63917
6 Cl -3.53859 4.21591 -6.49260
7 Cl 3.62930 -1.47035 4.88974
8 Cl 1.01642 -3.15612 10.63124
9 Cl -1.85481 3.04726 -4.39581
10 Cl 0.49976 5.00629 2.22947
11 Cl 3.79075 -0.31085 -12.86528
12 Cl -7.11240 -0.95062 -0.01796
13 Cl -1.44288 -3.13523 9.05247
14 Cl 5.48831 -1.70024 -10.92746
15 Cl 0.97406 -1.40721 6.02505
16 Cl 5.27956 3.54877 2.04709
17 Cl 7.06510 0.01060 -6.56715
18 Cl -4.77434 -1.36464 -4.95370
19 Cl 4.62274 0.08659 -8.18735
20 Cl -6.39069 0.97902 -4.23335
21 Cl -5.01344 0.96154 6.42510
22 Cl 6.52976 2.91657 -0.52622
23 Cl -2.24221 1.45209 7.22852
24 S -5.19326 -1.28840 0.58311
25 O 2.74203 0.81711 0.83839
26 O -4.33979 -0.59449 -0.24799
27 O 1.20486 -1.40485 1.89660
28 O -1.10386 1.88566 0.63525
29 O -5.00785 -2.64141 0.60838
30 O -1.69439 0.01812 1.46589
31 O 1.28020 1.84861 2.29300
32 N 0.40592 0.32970 0.58236
33 C -1.74670 0.24167 2.86827
34 C -3.76471 0.65749 7.63950
35 C 1.14842 -2.75519 2.21582
36 C 0.31963 -3.28726 9.01571
37 C 0.59338 -1.08568 0.67099
38 C 2.13025 -0.53909 4.99897
39 C -3.24853 2.80730 -5.46954
40 C 2.02321 5.19530 3.10704
41 C 5.54458 2.31074 0.80833
42 C 4.03310 -1.78688 -11.92836
43 C -5.42814 -0.38498 -3.62946
44 C -5.19869 -0.74149 2.28232
45 C 3.11757 -2.27491 -5.63476
46 C -0.82840 0.81570 0.89904
47 C -3.01186 -0.23067 3.37764
48 C 6.37036 -0.19397 -8.17803
49 C -4.21707 0.34806 2.64237
50 C -1.00793 0.24504 -2.91992
51 B 1.47630 1.04622 1.26165
52 H -0.79375 0.59054 -1.92787
53 H -3.04757 0.06174 4.40127
54 H 1.27803 -2.88959 3.25317
55 H -4.11075 1.03432 8.59220
56 H -4.12611 2.63145 -4.86165
57 H -4.61112 0.00305 -3.04098
58 H 3.13753 0.13621 1.39516
59 H -6.16533 -0.38592 2.48036
60 H -6.06467 -1.01186 -3.01952
61 H 2.33873 0.42758 5.43687
62 H -0.31122 -1.62559 0.53053
63 H 3.17970 -1.93023 -11.27924
64 H 2.77403 4.62216 2.58186
65 H 6.56175 -1.20468 -8.50514
66 H 6.05738 1.47518 1.26597
67 H -0.95483 -0.29667 3.32634
68 H -1.39105 1.06328 -3.53150
69 H 0.24236 -3.23176 1.92598
70 H 0.73126 -2.50322 8.39439
71 H -3.01788 -1.28499 3.32166
72 H -5.01129 -1.59221 2.86808
73 H 0.57116 2.48456 2.15154
74 H 4.13394 -2.61941 -12.61086
75 H -3.05133 1.95225 -6.10253
76 H 2.28478 6.24429 3.12999
77 H -1.59269 1.27119 3.07863
78 H 4.58168 2.00255 0.42196
79 H 2.12163 -2.10426 -5.24813
80 H 0.56867 -4.25742 8.60784
81 H 3.19541 -1.91303 -6.65134
82 H -3.89692 0.88376 1.78156
83 H 6.83439 0.51603 -8.84915
84 H -3.59434 -0.40585 7.69394
85 H 1.93862 -3.28928 1.74890
86 H -4.72937 1.02128 3.27521
87 H 1.25503 -1.36980 -0.11093
88 H 1.70417 -0.42311 4.01016